No. 1
2 unconnected molecules or ions with the total composition C5H11FO in a non-equilibrium geometry, computed with ωB97M-V/def2-TZVPD.

As for the spin multiplicity: 1. The HOMO energy (alpha / beta) is -8.009 / -8.009 eV.

Last column: natural (NBO) charge in e.
Element x y z (Å)
F 1.081 1.411 -0.655  -0.39
O 1.782 -0.204 0.677  -0.54
C -1.334 -0.072 0.449  -0.10
C -1.767 1.278 0.501  -0.67
C 3.172 -0.479 0.276  -0.27
C -1.995 -0.870 -0.612  -0.67
C 0.964 0.061 -0.348  0.48
H -1.386 -1.815 -0.850  0.21
H 1.147 -0.505 -1.202  0.12
H -2.958 -1.411 -0.365  0.22
H 3.589 0.486 -0.229  0.19
H 3.636 -0.760 1.214  0.21
H 3.317 -1.225 -0.481  0.18
H -1.429 1.959 -0.245  0.24
H -2.045 -0.205 -1.440  0.21
H -1.294 -0.640 1.402  0.20
H -1.495 1.634 1.437  0.22
H -2.987 1.356 0.471  0.20

No. 2
A single C5H11ISi molecule in a non-equilibrium geometry, computed with ωB97M-V/def2-TZVPD.

As for the spin multiplicity: 1. The HOMO energy is -9.186 eV. Its SMILES is C=C(I)[Si](C)(C)C.

Last column: natural (NBO) charge in e.
Element x y z (Å)
I 1.202 1.884 2.299  0.12
Si 0.058 -0.211 -0.127  1.61
C -0.723 2.527 -0.056  -0.42
C 1.895 -0.737 -0.179  -1.10
C -0.702 -1.374 1.346  -1.07
C -0.894 -0.519 -1.648  -1.14
C 0.023 1.629 0.532  -0.55
H -1.200 2.204 -0.934  0.19
H -1.157 3.542 0.176  0.22
H -0.708 0.425 -2.181  0.24
H -0.239 -2.359 1.175  0.22
H -0.353 -1.065 2.343  0.23
H 2.260 -0.562 -1.280  0.23
H 2.176 -1.689 0.136  0.24
H -1.695 -1.589 1.554  0.23
H -1.913 -0.670 -1.446  0.25
H -0.515 -1.366 -2.148  0.25
H 2.486 -0.069 0.438  0.25

No. 3
A molecular structure, C5H11LuNP in a non-equilibrium geometry, computed with ωB97M-V/def2-TZVPD.

As for the spin multiplicity: 1. The HOMO energy is -5.615 eV.

Last column: natural (NBO) charge in e.
Element x y z (Å)
Lu 0.192 0.876 0.363  1.53
P -2.513 0.495 -0.421  0.04
N -1.060 0.427 2.387  -1.10
C 1.271 -0.934 0.920  -0.86
C 2.474 -0.242 -1.174  -0.39
C 1.382 0.121 -2.002  -0.26
C 0.042 0.179 -1.708  -0.88
C 2.380 -0.760 0.144  -0.26
H 1.297 -1.604 1.772  0.18
H -3.356 -0.554 0.094  0.01
H -3.335 1.613 0.005  -0.02
H -3.001 0.446 -1.777  0.05
H 3.469 -0.282 -1.626  0.21
H -0.367 0.006 3.018  0.41
H 1.736 0.326 -3.024  0.18
H -0.664 0.188 -2.531  0.18
H 3.368 -1.106 0.508  0.18
H -1.598 1.120 2.916  0.39
H -1.716 -0.314 2.136  0.41

No. 4
A single C5H11N molecule, computed with ωB97M-V/def2-TZVPD.

As for the spin multiplicity: 1. The HOMO energy is -8.607 eV. Its SMILES is CN1CC1(C)C.

Last column: natural (NBO) charge in e.
Element x y z (Å)
N 0.926 0.618 0.216  -0.45
C -0.427 0.141 0.285  0.08
C -0.694 -1.343 0.086  -0.63
C 1.708 -0.097 -0.770  -0.40
C 0.322 0.447 1.526  -0.22
C -1.312 1.102 -0.456  -0.61
H 0.084 -1.962 0.550  0.21
H 2.113 -1.080 -0.507  0.18
H -1.246 0.850 -1.526  0.20
H 2.492 0.552 -1.163  0.20
H -0.760 -1.632 -0.971  0.21
H 0.518 -0.388 2.205  0.19
H -1.643 -1.592 0.568  0.22
H -2.357 1.089 -0.149  0.20
H 0.094 1.383 2.036  0.20
H 1.005 -0.249 -1.604  0.19
H -0.877 2.099 -0.343  0.23

No. 5
A single C5H11N molecule in a non-equilibrium geometry, computed with ωB97M-V/def2-TZVPD.

As for the spin multiplicity: 1. The HOMO energy is -8.166 eV. Its SMILES is C=C(CC)NC.

Last column: natural (NBO) charge in e.
Element x y z (Å)
N -0.495 0.793 -0.922  -0.64
C 0.211 0.646 0.305  0.22
C 0.588 -0.757 0.818  -0.45
C -0.678 -1.509 1.294  -0.61
C 0.520 1.761 1.003  -0.52
C 0.026 0.237 -2.133  -0.42
H 0.431 -0.756 -1.848  0.20
H 0.563 2.682 0.401  0.19
H -1.191 -0.829 1.979  0.21
H -0.756 -0.059 -2.934  0.19
H 0.530 1.734 2.087  0.21
H -1.367 -1.831 0.508  0.21
H 0.739 0.729 -2.802  0.18
H -0.400 -2.478 1.745  0.21
H 0.903 -1.188 -0.142  0.20
H -1.000 1.659 -0.912  0.39
H 1.374 -0.834 1.553  0.22

No. 6
A molecular structure, C5H11N, computed with ωB97M-V/def2-TZVPD.

As for the spin multiplicity: 1. The HOMO energy (alpha / beta) is -7.468 / -7.468 eV.

Last column: natural (NBO) charge in e.
Element x y z (Å)
N 0.132 -0.663 -0.565  -0.33
C -2.068 0.429 0.980  -0.94
C -1.054 -0.472 -1.109  -0.06
C 1.078 0.302 -0.048  -0.07
C 0.422 -0.746 0.796  -0.27
C 2.489 0.233 -0.580  -0.62
H 2.589 0.773 -1.528  0.21
H -1.760 -1.295 -1.084  0.20
H -2.240 1.345 0.408  0.20
H 0.935 -1.592 1.247  0.21
H -0.834 -0.188 1.123  0.24
H 2.786 -0.808 -0.742  0.22
H 0.667 1.311 0.083  0.19
H 3.186 0.680 0.138  0.22
H -2.912 -0.249 0.822  0.20
H -1.159 0.285 -1.881  0.19
H -2.084 0.715 2.041  0.21

No. 7
A single C5H11N molecule in a non-equilibrium geometry, computed with ωB97M-V/def2-TZVPD.

As for the spin multiplicity: 1. The HOMO energy is -7.903 eV. Its SMILES is C=C(CC)NC.

Last column: natural (NBO) charge in e.
Element x y z (Å)
N 0.209 1.215 0.448  -0.65
C 0.831 -1.918 -0.313  -0.60
C -0.253 0.466 -0.618  0.22
C -0.491 0.961 -1.830  -0.52
C -0.398 -1.008 -0.313  -0.44
C -0.126 1.178 1.843  -0.41
H 0.782 2.015 0.236  0.38
H -1.192 1.277 2.060  0.19
H 0.363 2.012 2.347  0.21
H 0.291 0.310 2.369  0.18
H 1.379 -1.662 -1.228  0.21
H -0.981 -1.409 -1.141  0.21
H 1.487 -1.778 0.538  0.21
H -0.950 -1.056 0.631  0.20
H 0.549 -2.950 -0.505  0.21
H -0.584 2.033 -1.941  0.20
H -0.916 0.315 -2.584  0.20

No. 8
A single C5H11N molecule, computed with ωB97M-V/def2-TZVPD.

As for the spin multiplicity: 1. The HOMO energy is -9.009 eV. Its SMILES is CC[C@H]1CN1C.

Last column: natural (NBO) charge in e.
Element x y z (Å)
N -1.195 0.516 -0.540  -0.40
C -2.472 -0.144 -0.314  -0.41
C 2.406 -0.648 0.193  -0.61
C -0.070 -0.074 0.163  -0.08
C -0.618 1.231 0.590  -0.26
C 1.225 -0.124 -0.620  -0.40
H -0.281 -0.932 0.806  0.19
H 1.052 -0.751 -1.501  0.21
H 0.025 2.068 0.339  0.20
H -1.213 1.332 1.498  0.19
H -2.642 -0.436 0.738  0.16
H 2.721 0.063 0.966  0.20
H -3.298 0.503 -0.628  0.20
H 3.269 -0.844 -0.451  0.21
H 1.451 0.880 -1.008  0.20
H -2.503 -1.053 -0.925  0.20
H 2.142 -1.587 0.692  0.20

No. 9
2 unconnected molecules or ions with the total composition C5H11N in a non-equilibrium geometry, computed with ωB97M-V/def2-TZVPD.

As for the spin multiplicity: 1. The HOMO energy is -7.186 eV. Its SMILES is C[C@]12C[C@H]1C2.N.

Last column: natural (NBO) charge in e.
Element x y z (Å)
N -2.070 -0.039 -0.736  -1.07
C 0.490 -0.343 1.492  -0.43
C 0.638 1.676 -0.259  -0.63
C 0.540 0.243 0.113  0.11
C 0.212 -1.406 0.460  -0.16
C 1.235 -0.918 -0.533  -0.43
H -2.106 -0.936 -0.248  0.36
H 1.057 -1.060 -1.602  0.19
H 0.532 1.822 -1.333  0.22
H -2.305 -0.194 -1.711  0.36
H -0.441 -2.264 0.477  0.21
H 1.440 -0.403 2.053  0.15
H 2.303 -1.070 -0.293  0.15
H -0.320 0.005 2.139  0.19
H -0.072 2.287 0.298  0.22
H -2.774 0.568 -0.329  0.36
H 1.641 2.030 0.012  0.22

No. 10
A single C5H11N molecule in a non-equilibrium geometry, computed with ωB97M-V/def2-TZVPD.

As for the spin multiplicity: 1. The HOMO energy is -8.428 eV. Its SMILES is C=C(N)CCC.

Last column: natural (NBO) charge in e.
Element x y z (Å)
N -1.746 0.262 -0.345  -0.82
C -0.947 -0.296 0.711  0.20
C 1.197 0.815 -1.542  -0.63
C 1.351 0.017 -0.258  -0.38
C -1.170 -1.546 1.155  -0.51
C 0.372 0.381 0.905  -0.44
H 1.442 0.214 -2.431  0.21
H 0.816 -0.120 1.778  0.22
H 1.890 1.664 -1.581  0.20
H -2.122 1.135 0.042  0.36
H 2.350 0.218 0.150  0.20
H 0.212 1.192 -1.801  0.23
H 1.317 -1.068 -0.360  0.21
H -1.896 -2.245 0.759  0.20
H -2.638 -0.235 -0.352  0.36
H 0.314 1.453 1.066  0.21
H -0.745 -1.843 2.106  0.20

No. 11
A single C5H11N molecule, computed with ωB97M-V/def2-TZVPD.

As for the spin multiplicity: 1. The HOMO energy (alpha / beta) is -6.489 / -6.466 eV.

Last column: natural (NBO) charge in e.
Element x y z (Å)
N -0.304 -0.512 -0.114  -0.32
C 2.182 -0.334 -0.231  -0.65
C -1.042 1.928 0.219  -0.66
C 0.885 -1.062 -0.420  -0.09
C -1.341 -1.333 0.524  -0.41
C -0.519 0.752 -0.560  -0.10
H 2.934 -1.018 0.193  0.21
H -0.238 2.633 0.497  0.21
H -1.531 1.654 1.159  0.21
H 0.879 -2.095 -0.769  0.17
H -0.932 -1.870 1.386  0.20
H -2.176 -0.698 0.830  0.21
H -0.059 0.936 -1.526  0.18
H -1.756 2.521 -0.370  0.22
H 2.039 0.481 0.493  0.22
H -1.708 -2.068 -0.203  0.21
H 2.649 0.110 -1.122  0.20

No. 12
A single C5H11N molecule in a non-equilibrium geometry, computed with ωB97M-V/def2-TZVPD.

As for the spin multiplicity: 1. The HOMO energy is -9.200 eV. Its SMILES is C=NCCCC.

Last column: natural (NBO) charge in e.
Element x y z (Å)
N 0.756 -1.528 0.282  -0.42
C 0.276 0.861 -0.882  -0.40
C -0.632 1.904 -1.546  -0.60
C -0.210 0.529 0.548  -0.39
C 0.487 -0.586 1.368  -0.25
C 0.429 -2.696 0.614  -0.03
H -0.323 -0.988 2.004  0.17
H -1.227 0.130 0.418  0.19
H 0.271 -0.039 -1.508  0.22
H -0.112 -3.297 -0.101  0.17
H -0.278 1.434 1.152  0.20
H -0.673 2.839 -0.976  0.20
H 0.550 -3.050 1.641  0.13
H 1.314 -0.407 2.072  0.20
H -1.661 1.533 -1.647  0.20
H 1.314 1.214 -0.885  0.19
H -0.280 2.145 -2.555  0.21